No. 1
{"formula": "C10H21N2O", "method": "the ωB97M-V functional and the def2-TZVPD basis", "relative_energy_kj_mol": 70.2, "energy_ha": -577.8878, "s_squared": 2.006, "spin_multiplicity": 3, "charge": 1, "homo_ev": [-9.9, -13.9], "species": ["C", "C", "C", "C", "C", "C", "C", "C", "C", "C", "N", "N", "O", "H", "H", "H", "H", "H", "H", "H", "H", "H", "H", "H", "H", "H", "H", "H", "H", "H", "H", "H", "H", "H"], "coordinates": [[-0.472, 2.189, -0.351], [0.727, 1.395, -0.901], [0.875, -0.310, 1.085], [-1.631, 1.397, 0.219], [-0.280, -1.264, 0.711], [2.183, -0.677, -1.037], [1.687, 0.368, -0.083], [0.056, -2.742, 0.609], [2.903, 1.008, 0.631], [-3.257, -0.217, -0.352], [-0.902, -0.779, -0.587], [-1.884, 0.294, -0.685], [1.523, -1.080, -1.976], [-0.129, 2.901, 0.402], [-0.756, 2.720, -1.256], [0.414, 0.766, -1.771], [1.370, 2.226, -1.151], [0.467, 0.604, 1.602], [1.653, -0.722, 1.857], [-1.368, 1.099, 1.333], [-2.625, 1.872, 0.261], [-1.024, -1.171, 1.470], [3.172, -1.113, -0.881], [-0.309, -3.129, 1.546], [1.114, -2.864, 0.513], [-0.493, -3.246, -0.219], [3.374, 1.852, 0.171], [3.678, 0.237, 0.610], [2.502, 1.172, 1.612], [-3.496, -1.280, -0.445], [-3.656, 0.077, 0.589], [-3.795, 0.292, -1.163], [-1.346, -1.581, -1.062], [-0.274, -0.293, -1.300]]}

---

No. 2
{"formula": "C10H21N3PRe", "method": "the ωB97M-V functional and the def2-TZVPD basis", "relative_energy_kj_mol": 146.5, "energy_ha": -977.0947, "s_squared": 4.135, "spin_multiplicity": 4, "charge": 1, "homo_ev": [-11.2, -10.8], "species": ["C", "C", "C", "C", "C", "Re", "P", "H", "H", "H", "H", "H", "H", "H", "H", "C", "N", "C", "C", "N", "N", "C", "C", "H", "H", "H", "H", "H", "H", "H", "H", "H", "H", "H", "H", "H"], "coordinates": [[0.607, 0.893, -3.525], [0.382, 0.199, -4.696], [0.059, -1.178, -4.739], [-0.043, -2.032, -3.616], [0.131, -1.605, -2.315], [0.312, 0.283, -1.622], [0.450, 2.575, -0.874], [0.950, 1.931, -3.674], [0.511, 0.713, -5.656], [-0.061, -1.635, -5.730], [0.122, -2.417, -1.569], [-0.215, -3.098, -3.811], [-0.634, 3.116, -0.138], [0.588, 3.565, -1.878], [1.522, 2.938, -0.021], [2.347, -0.340, 2.632], [0.879, -0.254, 2.685], [0.301, -0.445, 4.007], [0.100, -0.087, 1.442], [0.780, 0.071, 0.345], [-1.350, -0.112, 1.364], [-2.262, 0.184, 2.459], [-1.986, -0.375, 0.085], [2.825, -0.507, 3.620], [2.779, 0.612, 2.250], [2.659, -1.189, 1.985], [-0.066, 0.520, 4.404], [-0.453, -1.257, 3.990], [1.058, -0.748, 4.762], [1.801, 0.139, 0.377], [-2.951, 0.998, 2.151], [-2.854, -0.718, 2.714], [-1.796, 0.594, 3.349], [-1.714, 0.410, -0.648], [-1.682, -1.375, -0.279], [-3.093, -0.367, 0.166]]}

---

No. 3
{"formula": "C10H21N5O4", "method": "the ωB97M-V functional and the def2-TZVPD basis", "smiles": "[H]/N=C(/N)NCCC[C@H](NC(=O)[C@@H](N)[C@@H](C)O)C(=O)O", "relative_energy_kj_mol": 97.8, "energy_ha": -968.4268, "charge": 0, "homo_ev": -9.1, "species": ["C", "C", "C", "C", "C", "C", "C", "C", "C", "C", "H", "H", "H", "H", "H", "H", "H", "H", "H", "H", "H", "H", "H", "H", "H", "H", "H", "H", "H", "H", "H", "N", "N", "N", "N", "N", "O", "O", "O", "O"], "coordinates": [[3.344, -0.707, 0.013], [1.993, -0.127, -0.515], [3.399, -2.269, 0.126], [2.342, -2.885, 1.062], [0.415, 1.751, -0.391], [0.565, 3.222, 0.005], [-0.797, 1.014, 0.160], [-2.143, 1.481, -0.324], [-3.300, 0.681, 0.258], [-4.224, -1.632, 0.225], [4.614, -0.139, 1.519], [3.137, -0.315, 2.042], [4.088, -0.396, -0.714], [4.414, -2.487, 0.442], [2.445, -2.329, -1.534], [1.346, -2.637, 0.687], [2.330, -3.956, 1.001], [2.482, -2.613, 2.068], [2.253, 1.550, 0.619], [0.308, 1.708, -1.476], [-0.862, 1.119, 1.227], [-0.707, -0.096, -0.030], [-2.188, 1.458, -1.414], [-2.369, 2.526, 0.051], [-3.285, 0.700, 1.353], [-4.218, 1.183, -0.024], [-3.096, -0.799, -1.250], [-5.197, -0.539, 1.433], [-3.091, -3.085, -0.547], [-4.700, -3.518, -0.196], [-0.861, 3.540, -1.205], [3.698, -0.013, 1.263], [1.681, 1.110, -0.050], [-3.321, -0.663, -0.257], [-5.209, -1.471, 1.014], [-4.041, -2.806, -0.485], [1.302, -0.786, -1.297], [3.225, -2.815, -1.183], [1.332, 3.662, 0.802], [-0.369, 4.046, -0.590]]}

---

No. 4
{"formula": "C10H21NO11", "method": "the ωB97M-V functional and the def2-TZVPD basis", "smiles": "C[N+](=O)[O-].COC(=O)OC.COC(=O)OC.COC(=O)OC", "relative_energy_kj_mol": 0.0, "energy_ha": -1275.9366, "charge": 0, "homo_ev": -10.8, "species": ["C", "N", "O", "O", "H", "H", "H", "C", "O", "C", "O", "O", "C", "H", "H", "H", "H", "H", "H", "C", "O", "C", "O", "O", "C", "H", "H", "H", "H", "H", "H", "C", "O", "C", "O", "O", "C", "H", "H", "H", "H", "H", "H"], "coordinates": [[-1.302, -1.051, -1.937], [-2.705, -0.588, -1.730], [-3.002, 0.493, -2.195], [-3.446, -1.303, -1.089], [-0.653, -0.516, -1.250], [-1.066, -0.856, -2.979], [-1.294, -2.121, -1.765], [-0.552, -3.144, 0.864], [-0.131, -4.001, -0.213], [-0.926, -5.046, -0.463], [-1.800, -5.443, 0.241], [-0.578, -5.709, -1.576], [0.256, -5.114, -2.548], [-1.419, -2.554, 0.583], [0.304, -2.535, 1.127], [-0.782, -3.759, 1.735], [0.789, -5.893, -3.091], [1.061, -4.511, -2.117], [-0.321, -4.496, -3.235], [1.088, 5.983, 0.084], [-0.171, 5.839, -0.551], [-0.888, 4.795, -0.141], [-0.558, 4.023, 0.716], [-1.996, 4.749, -0.874], [-2.857, 3.660, -0.578], [1.640, 6.804, -0.357], [1.690, 5.075, -0.009], [0.957, 6.157, 1.156], [-3.021, 3.549, 0.490], [-2.477, 2.723, -0.991], [-3.807, 3.815, -1.086], [4.073, -0.805, 1.373], [2.883, -0.571, 0.624], [1.811, -0.042, 1.183], [0.738, -0.004, 0.653], [2.071, 0.424, 2.407], [1.001, 1.055, 3.096], [3.837, -1.211, 2.354], [4.707, 0.075, 1.462], [4.630, -1.556, 0.813], [0.973, 2.102, 2.805], [1.192, 0.924, 4.156], [0.050, 0.583, 2.853]]}